{"formula": "C18H26N4O2", "method": "ωB97M-V/def2-TZVPD", "symbols": ["C", "C", "C", "C", "H", "H", "C", "N", "C", "C", "C", "N", "C", "H", "H", "H", "C", "N", "N", "C", "O", "C", "C", "O", "C", "C", "H", "C", "H", "H", "H", "C", "H", "H", "H", "H", "H", "C", "H", "H", "H", "H", "H", "H", "H", "H", "H", "H", "H", "H"], "xyz": [[-6.45, -2.66, -0.99], [-5.60, -1.40, -1.08], [-4.39, -1.47, -0.16], [-3.53, -0.21, -0.24], [-3.19, -0.07, -1.27], [-4.13, 0.66, 0.03], [-2.32, -0.29, 0.69], [-1.52, 0.90, 0.61], [-0.47, 1.15, -0.21], [-0.09, 2.47, 0.03], [-1.00, 2.93, 1.03], [-1.83, 1.96, 1.36], [-1.03, 4.27, 1.67], [-1.83, 4.30, 2.40], [-0.08, 4.48, 2.16], [-1.20, 5.04, 0.92], [0.97, 3.25, -0.58], [2.18, 2.92, -0.79], [2.62, 1.71, -0.37], [3.86, 1.23, -0.70], [4.63, 1.80, -1.43], [4.13, -0.08, -0.08], [5.20, -0.89, -0.38], [5.16, -2.01, 0.36], [4.07, -1.94, 1.16], [3.40, -0.78, 0.93], [2.52, -0.47, 1.45], [3.80, -3.07, 2.09], [2.92, -2.86, 2.68], [3.65, -4.00, 1.54], [4.65, -3.22, 2.76], [6.31, -0.72, -1.35], [6.20, 0.24, -1.84], [7.27, -0.76, -0.84], [6.30, -1.52, -2.09], [2.00, 1.15, 0.21], [0.73, 4.27, -0.86], [0.02, 0.16, -1.20], [0.52, -0.68, -0.71], [-0.80, -0.23, -1.79], [0.73, 0.63, -1.88], [-2.67, -0.37, 1.73], [-1.71, -1.15, 0.45], [-4.73, -1.60, 0.87], [-3.78, -2.34, -0.42], [-6.21, -0.53, -0.82], [-5.26, -1.26, -2.11], [-7.31, -2.58, -1.66], [-5.87, -3.53, -1.28], [-6.82, -2.80, 0.02]], "homo_energy_ev": -8.382, "e_above_lowest_ev": 3.042, "smiles": "CCCCCn1nc(C)c(/C=N\\NC(=O)c2cc(C)oc2C)c1C", "homo_lumo_gap_ev": 8.9, "charge": 0, "multiplicity": 1, "e_lumo_ev": 0.531, "largest_force_ev_per_a": 1.16}